DFT (ωB97M-V/def2-TZVPD) results for a molecular structure, C8H20IN2.

Output
**HOMO-LUMO gap**: 8.288 eV
**Energy above the lowest of the compared OMol25 structures with the same formula, charge and spin**: 231.6 kJ/mol
**Largest force on an atom**: 3.992 eV Å⁻¹

ORCA input file:
```
! wB97M-V def2-TZVPD RIJCOSX def2/J DEFGRID3
* xyz 1 1
C -0.58982 2.67271 -1.70085
C 4.01632 -0.92387 0.44101
C -2.21973 0.15896 1.88955
C -4.00303 -2.12709 -0.48497
C 0.50974 1.66015 -1.59286
C 3.04243 0.23888 0.32605
C 0.88719 1.06297 -0.47618
C -2.31905 -0.70381 0.65300
N -3.41599 -1.50990 0.67113
N 1.90875 -0.03727 -0.51326
I 0.05855 -2.35305 0.86459
H -0.38038 3.55104 -1.07331
H -1.00586 2.96065 -2.64015
H -1.46559 2.40318 -1.23117
H 4.56509 -1.26107 -0.56521
H 4.89870 -0.76920 1.11263
H 3.44046 -1.72710 0.71338
H -1.15994 0.12913 2.22611
H -2.54106 1.14218 1.71912
H -2.82219 -0.27601 2.70803
H -3.88409 -1.44497 -1.38021
H -3.68521 -3.18259 -0.76466
H -5.06557 -2.23544 -0.41048
H -1.85532 -0.41855 -0.25920
H 0.72438 1.08514 -2.52706
H 3.51128 1.12089 0.04141
H 2.52370 0.51326 1.29093
H 0.78959 1.42957 0.59775
H -3.96491 -1.40031 1.52885
H 2.12499 -0.04389 -1.55915
H 1.33347 -1.12853 -0.09876
*
```